No. 1
DFT (the ωB97M-V functional and the def2-TZVPD basis) results for a gas-phase ion, C2H4N2O2 (charge -1) at a distorted geometry.

The total charge is -1. As for the HOMO energy (alpha / beta): -0.26 / -4.04 eV. As for the expectation value of S²: 0.7541. The calculation puts the largest force on an atom at 1.1 eV/A. As for the spin multiplicity: 2. Its gap between HOMO and LUMO (alpha / beta) is 4.7 / 8.4 eV. The value obtained for the energy relative to the best compared isomer or geometry (same formula, charge and spin) is 0.5 kcal per mole.

Last column: Mulliken charge in e.
Positions of all 10 atoms, in Å:
O (1.931713, -0.250352, 0.373746)  -0.7233
O (-2.040184, 0.890969, -0.369827)  -0.7067
N (-0.093916, -0.147519, -0.912255)  0.0536
N (-0.602355, 0.217057, 1.282970)  -0.2857
C (1.191328, -0.712349, -0.578201)  -0.5114
C (-0.966203, 0.397765, -0.010854)  0.2203
H (-0.235302, 0.282725, -1.824618)  0.2180
H (1.602186, -1.231788, -1.452683)  0.3020
H (0.330334, -0.147064, 1.484901)  0.2303
H (-1.117601, 0.700555, 2.006821)  0.2030

Atoms 1-3, force components in eV/Å:
O -0.105 0.073 -0.122
O -0.143 0.629 0.182
N -0.005 0.752 -0.109

***

No. 2
DFT (the ωB97M-V functional and the def2-TZVPD basis) results for 2 unconnected molecules or ions with the total composition C2H4N2O2 at a distorted geometry.

Its SMILES is N=C=O.C=NO. As for the HOMO energy: -10.24 eV. The calculation puts the largest force on an atom at 2.6 eV/A. Its gap between HOMO and LUMO is 11.0 eV. The value obtained for the energy relative to the best compared isomer or geometry (same formula, charge and spin) is 86.8 kcal per mole.

Last column: Mulliken charge in e.
Positions of all 10 atoms, in Å:
O (-1.158435, 0.824058, 1.217648)  -0.3661
O (-0.141650, -2.477261, 1.006451)  -0.4470
N (0.005778, 0.637813, 0.506785)  -0.2678
N (0.573729, -1.562762, -1.031858)  -0.5013
C (0.093938, -1.859411, 0.030495)  0.6718
C (0.350455, 1.479679, -0.388421)  -0.4524
H (0.198896, -0.891717, -1.686395)  0.3034
H (-1.090520, 0.078359, 1.893712)  0.3781
H (-0.155914, 2.337213, -0.700582)  0.3304
H (1.323722, 1.434029, -0.847835)  0.3509

Atoms 1-3, force components in eV/Å:
O 0.156 -0.856 0.587
O -0.321 1.441 -0.444
N 1.215 0.473 -0.145

***

No. 3
DFT (the ωB97M-V functional and the def2-TZVPD basis) results for a single C2H4N2O2 molecule at a distorted geometry.

Its SMILES is [H]/N=C\NOC=O. As for the HOMO energy: -9.81 eV. The calculation puts the largest force on an atom at 11.3 eV/A. Its gap between HOMO and LUMO is 9.1 eV. The value obtained for the energy relative to the best compared isomer or geometry (same formula, charge and spin) is 242.9 kcal per mole.

Last column: Mulliken charge in e.
Positions of all 10 atoms, in Å:
O (2.733301, 0.794365, -0.518722)  -0.3949
O (-0.202911, 0.439027, -0.733677)  -0.2923
N (-2.684939, -1.303352, 0.575550)  -0.4583
N (0.003537, -0.003838, 0.718737)  -0.2695
C (-1.415938, -0.758834, 1.173759)  0.0020
C (1.489858, 0.656355, -1.158496)  0.2744
H (1.456494, 0.812318, -2.306638)  0.2929
H (0.392206, 1.005521, 1.327157)  0.3142
H (-1.195440, -0.708282, 2.297390)  0.2643
H (-2.570091, -1.211483, -0.450295)  0.2671

Atoms 1-3, force components in eV/Å:
O -10.530 -1.373 -3.910
O 6.421 -0.033 2.146
N 8.095 3.105 2.801

***

No. 4
DFT (the ωB97M-V functional and the def2-TZVPD basis) results for a single C2H4N2O2 molecule at a distorted geometry.

Its SMILES is [H]/N=C(\N)OC=O. As for the HOMO energy: -9.77 eV. The calculation puts the largest force on an atom at 8.9 eV/A. Its gap between HOMO and LUMO is 10.3 eV. The value obtained for the energy relative to the best compared isomer or geometry (same formula, charge and spin) is 69.7 kcal per mole.

Last column: Mulliken charge in e.
Positions of all 10 atoms, in Å:
O (0.114951, -1.179940, -0.198832)  -0.3142
O (1.869454, 0.211977, 0.235320)  -0.5366
N (-0.169577, 1.086725, -0.266452)  -0.3857
N (-2.031250, -0.675530, 0.096787)  -0.5656
C (1.467784, -0.882111, -0.129509)  0.1956
C (-0.854689, -0.168734, 0.037303)  0.4495
H (-2.665872, 0.109147, 0.365231)  0.2516
H (2.142313, -1.685571, 0.019076)  0.3918
H (0.758935, 1.177173, -0.152555)  0.2835
H (-0.632046, 2.006860, -0.006365)  0.2301

Atoms 1-3, force components in eV/Å:
O 2.051 -0.367 -0.298
O 2.168 -2.129 -0.817
N -8.849 1.203 0.542

***

No. 5
DFT (the ωB97M-V functional and the def2-TZVPD basis) results for a single C2H4N2O2 molecule at a distorted geometry.

Its SMILES is N/C=[N+](\[O-])C=O. As for the HOMO energy (alpha / beta): -8.46 / -8.46 eV. The calculation puts the largest force on an atom at 3.3 eV/A. Its gap between HOMO and LUMO (alpha / beta) is 9.1 / 9.1 eV. The value obtained for the energy relative to the best compared isomer or geometry (same formula, charge and spin) is 102.2 kcal per mole.

Last column: Mulliken charge in e.
Positions of all 10 atoms, in Å:
O (0.900270, -1.036372, 1.111458)  -0.7247
O (-2.377516, -0.644541, -0.217761)  -0.4348
N (0.070464, -0.871081, 0.159025)  0.3174
N (1.207448, 1.060836, -0.369977)  -0.3605
C (0.163281, 0.245134, -0.588956)  -0.1603
C (-1.453823, -0.632078, 0.533546)  0.0818
H (-0.452369, 0.346586, -1.468659)  0.3890
H (-1.494432, -0.833035, 1.615631)  0.3799
H (1.563077, 1.673928, -1.080952)  0.2440
H (1.873600, 0.690624, 0.306643)  0.2682

Atoms 1-3, force components in eV/Å:
O 0.361 -0.266 0.501
O 0.554 0.485 0.117
N -2.482 2.085 -0.313

***

No. 6
DFT (the ωB97M-V functional and the def2-TZVPD basis) results for 2 unconnected molecules or ions with the total composition C2H4N2O2 at a distorted geometry.

As for the HOMO energy (alpha / beta): -10.25 / -9.19 eV. The calculation puts the largest force on an atom at 4.8 eV/A. Its gap between HOMO and LUMO (alpha / beta) is 8.7 / 8.3 eV. The value obtained for the energy relative to the best compared isomer or geometry (same formula, charge and spin) is 240.6 kcal per mole.

Last column: Mulliken charge in e.
Positions of all 10 atoms, in Å:
O (-2.152797, 0.928582, -0.844461)  -0.5464
O (-1.029205, -0.640586, -1.801708)  -0.5511
N (-1.259478, 0.099864, -0.853116)  0.9084
N (0.904693, -0.700973, 0.101265)  -0.3549
C (-0.313924, -0.009768, 0.157471)  -0.0777
C (1.013429, 0.657361, 0.672601)  -0.2314
H (1.394310, -1.034544, -0.822998)  0.2865
H (-1.152756, -1.571743, 1.582629)  0.0991
H (1.189298, 0.745598, 1.721944)  0.2351
H (1.406430, 1.526210, 0.086373)  0.2324

Atoms 1-3, force components in eV/Å:
O 0.071 -0.074 0.863
O -0.311 -0.597 -0.335
N 0.153 0.706 -1.989

***

- largest force on an atom of number 4 (C2H4N2O2)?
  8.9 eV/A

***

- What is the largest force on an atom in the third record?
  11.3 eV/A